## a
The following is a DFT calculation (ωB97M-V with the def2-TZVPD basis set) of an isolated ion of composition NO5S and charge -1.

Its structure (SMILES) is O=NOS(=O)(=O)[O-]. The multiplicity is 1. The calculation puts the highest occupied orbital energy at -5.00 eV. Its total charge is -1.

CARTESIAN COORDINATES (ANGSTROEM)
N  -1.623  0.381  0.386
O  1.717  1.313  0.093
O  -0.672  -0.005  -0.364
O  1.796  -0.871  -1.216
O  1.158  -0.757  1.219
O  -2.818  0.203  0.010
S  1.350  -0.124  -0.038

Charges obtained by natural (NBO) population analysis, quoted in units of e: 0.30, -0.92, -0.56, -0.89, -0.92, -0.48, 2.47

## b
The following is a DFT calculation (ωB97M-V with the def2-TZVPD basis set) of a 2-piece molecular cluster, NO5S overall.

The multiplicity is 1. The calculation puts the highest occupied orbital energy (spin up / spin down) at -4.96 / -4.96 eV. Its total charge is -1.

CARTESIAN COORDINATES (ANGSTROEM)
N  0.876  0.827  0.551
O  -0.916  -1.503  0.752
O  2.018  0.404  0.464
O  0.567  1.948  0.909
O  -1.803  0.248  -0.723
O  -0.020  -1.253  -1.535
S  -0.722  -0.670  -0.417

Charges obtained by natural (NBO) population analysis, quoted in units of e: 0.31, -0.93, -0.46, -0.45, -0.92, -0.91, 2.36

Most stable pick: b. Distance to second place: 0.0097 hartree.

## a
The following is a DFT calculation (ωB97M-V with the def2-TZVPD basis set) of C3H9NO2S as an isolated structure.

The multiplicity is 1. The calculation puts the highest occupied orbital energy at 0.68 eV. Its total charge is -2.

CARTESIAN COORDINATES (ANGSTROEM)
C  0.921  0.626  -0.243
O  0.230  1.832  -0.065
C  -0.037  -0.623  -0.071
C  0.629  -2.031  -0.144
S  2.455  -2.190  0.237
N  -0.728  -0.465  1.239
H  1.336  0.649  -1.255
H  1.725  0.413  0.482
H  -0.645  -0.429  -0.963
H  0.693  -2.341  -1.180
H  0.004  -2.622  0.517
H  -0.025  0.015  1.806
H  -1.387  0.289  1.050
H  -0.942  1.855  -0.452
H  -2.103  2.957  -0.271
O  -2.126  2.065  -0.688

Charges obtained by natural (NBO) population analysis, quoted in units of e: -0.06, -0.91, -0.10, -0.52, -0.81, -0.87, 0.12, 0.16, 0.17, 0.18, 0.19, 0.34, 0.37, 0.49, 0.41, -1.15

## b
The following is a DFT calculation (ωB97M-V with the def2-TZVPD basis set) of C3H9NO2S as an isolated structure.

The multiplicity is 1. The calculation puts the highest occupied orbital energy at 0.30 eV. Its total charge is -2.

CARTESIAN COORDINATES (ANGSTROEM)
C  0.511  1.260  0.026
C  -0.466  2.441  0.015
S  0.217  4.143  0.417
N  0.130  0.262  1.078
C  0.540  -1.107  0.676
O  0.019  -1.510  -0.531
H  0.450  0.685  -0.906
H  1.510  1.644  0.218
H  -1.313  2.315  0.679
H  -0.777  2.605  -1.003
H  -0.874  0.231  0.895
H  0.223  -1.745  1.517
H  1.640  -1.119  0.597
H  -0.423  -2.688  -0.675
H  -0.767  -3.620  -1.970
O  -0.622  -3.797  -1.035

Charges obtained by natural (NBO) population analysis, quoted in units of e: -0.27, -0.51, -0.81, -0.65, 0.11, -0.91, 0.19, 0.18, 0.18, 0.18, 0.33, 0.10, 0.10, 0.50, 0.42, -1.13

Most stable pick: b. Distance to second place: 0.0157 hartree.

## a
The following is a DFT calculation (ωB97M-V with the def2-TZVPD basis set) of a 4-piece molecular cluster, C4H16O3 overall.

Its structure (SMILES) is CCCC.O.O.O. The multiplicity is 1. The calculation puts the highest occupied orbital energy at -11.23 eV.

CARTESIAN COORDINATES (ANGSTROEM)
C  1.744  -1.145  -1.376
C  -1.941  -0.190  -2.271
C  -0.485  0.074  -1.763
C  0.212  -1.258  -1.589
H  2.045  -0.094  -1.348
H  2.337  -1.655  -2.131
H  2.032  -1.559  -0.406
H  -2.521  0.732  -2.200
H  -2.465  -0.973  -1.733
H  -1.823  -0.432  -3.329
H  -0.599  0.667  -0.852
H  0.034  0.707  -2.481
H  -0.175  -1.837  -0.755
H  0.053  -1.848  -2.494
H  -0.830  -2.226  2.065
H  -0.066  -0.970  2.264
O  -0.068  -1.889  2.554
H  -0.134  2.731  2.110
H  -1.026  1.545  2.503
O  -0.954  2.499  2.539
H  1.742  1.213  1.776
H  1.777  1.206  0.313
O  1.338  1.683  1.032

Charges obtained by natural (NBO) population analysis, quoted in units of e: -0.61, -0.60, -0.40, -0.40, 0.18, 0.22, 0.21, 0.21, 0.20, 0.20, 0.20, 0.20, 0.20, 0.20, 0.47, 0.46, -0.93, 0.49, 0.46, -0.94, 0.47, 0.48, -0.95

## b
The following is a DFT calculation (ωB97M-V with the def2-TZVPD basis set) of a 4-piece molecular cluster, C4H16O3 overall.

Its structure (SMILES) is CCCC.O.O.O. The multiplicity is 1. The calculation puts the highest occupied orbital energy at -11.03 eV.

CARTESIAN COORDINATES (ANGSTROEM)
C  2.346  0.159  -3.524
C  -0.583  -0.093  -1.020
C  0.768  0.458  -1.627
C  1.068  -0.340  -2.904
H  3.054  0.588  -2.740
H  2.073  0.989  -4.251
H  2.943  -0.568  -4.119
H  -0.491  -0.081  0.086
H  -0.667  -1.173  -1.197
H  -1.387  0.562  -1.276
H  1.518  0.320  -0.862
H  0.682  1.538  -1.858
H  1.097  -1.370  -2.551
H  0.179  -0.271  -3.515
H  -3.383  -4.865  2.097
H  -2.544  -4.550  0.736
O  -3.337  -4.413  1.248
H  2.148  -0.131  7.066
H  1.900  -0.825  5.741
O  2.513  -0.227  6.180
H  -3.217  5.424  2.289
H  -3.047  4.070  3.110
O  -3.633  4.798  2.891

Charges obtained by natural (NBO) population analysis, quoted in units of e: -0.62, -0.62, -0.38, -0.41, 0.21, 0.21, 0.21, 0.20, 0.20, 0.21, 0.19, 0.19, 0.19, 0.20, 0.48, 0.48, -0.96, 0.47, 0.47, -0.93, 0.48, 0.48, -0.95

Most stable pick: a. Distance to second place: 0.0175 hartree.

## a
The following is a DFT calculation (ωB97M-V with the def2-TZVPD basis set) of C9H10NO2 as an isolated structure.

The multiplicity is 1. The calculation puts the highest occupied orbital energy at -13.66 eV. Its total charge is +1.

CARTESIAN COORDINATES (ANGSTROEM)
C  2.836  -0.243  -0.046
C  2.296  -1.491  -0.311
C  2.012  0.852  0.162
C  0.924  -1.678  -0.346
C  0.642  0.673  0.139
C  0.095  -0.590  -0.093
C  -2.403  -1.555  0.430
C  -0.356  1.807  0.223
C  -1.353  -0.683  -0.068
N  -1.687  1.175  0.430
O  -2.253  -1.103  -0.923
O  -0.389  2.574  -0.923
H  3.906  -0.113  -0.020
H  2.941  -2.334  -0.495
H  2.419  1.835  0.330
H  0.510  -2.646  -0.572
H  -2.201  -2.609  0.578
H  -3.241  -1.149  0.979
H  -0.142  2.488  1.055
H  -2.017  1.181  1.390
H  -2.387  1.548  -0.214
H  -0.150  2.062  -1.706

Charges obtained by natural (NBO) population analysis, quoted in units of e: -0.16, -0.17, -0.17, -0.18, -0.07, -0.09, -0.12, 0.22, 0.52, -0.65, -0.39, -0.68, 0.24, 0.24, 0.24, 0.23, 0.23, 0.21, 0.21, 0.42, 0.44, 0.49

## b
The following is a DFT calculation (ωB97M-V with the def2-TZVPD basis set) of an isolated ion of composition C9H10NO2 and charge +1.

Its structure (SMILES) is [NH3+][C@@]12Oc3ccccc3C[C@@H]1O2. The multiplicity is 1. The calculation puts the highest occupied orbital energy at -12.09 eV. Its total charge is +1.

CARTESIAN COORDINATES (ANGSTROEM)
C  1.317  -0.454  -2.738
C  1.140  0.905  -2.680
C  1.049  -1.225  -1.688
C  0.665  1.505  -1.493
C  0.680  -0.803  -0.482
C  0.464  0.565  -0.436
C  0.326  -1.688  0.683
C  -0.889  -1.084  1.499
C  -1.147  0.322  1.536
N  -1.529  1.355  2.535
O  -0.018  1.192  0.708
O  -1.958  -0.417  0.782
H  1.824  -0.934  -3.615
H  1.254  1.454  -3.498
H  0.938  -2.254  -1.768
H  0.658  2.535  -1.327
H  0.013  -2.649  0.335
H  1.068  -1.677  1.383
H  -1.140  -1.680  2.275
H  -1.376  1.316  3.570
H  -2.530  1.615  2.396
H  -0.809  2.102  2.022

Charges obtained by natural (NBO) population analysis, quoted in units of e: -0.21, -0.15, -0.17, -0.23, -0.10, 0.29, -0.41, 0.08, 0.60, -0.77, -0.58, -0.40, 0.24, 0.21, 0.21, 0.23, 0.25, 0.24, 0.21, 0.48, 0.47, 0.53

## c
The following is a DFT calculation (ωB97M-V with the def2-TZVPD basis set) of an isolated ion of composition C9H10NO2 and charge +1.

Its structure (SMILES) is [NH3+][C@@]1(c2ccccc2C=O)CO1. The multiplicity is 1. The calculation puts the highest occupied orbital energy at -13.57 eV. Its total charge is +1.

CARTESIAN COORDINATES (ANGSTROEM)
C  -1.792  -0.349  -2.323
C  -1.182  0.853  -2.118
C  -1.682  -1.247  -1.262
C  -0.150  0.966  -1.186
C  -0.982  -0.975  -0.128
C  -0.041  0.084  -0.158
C  2.373  0.925  0.250
C  -1.044  -1.917  1.084
C  1.193  0.268  0.782
N  0.797  0.717  2.186
O  2.353  -0.407  0.777
O  -0.598  -1.701  2.185
H  -2.634  -0.295  -3.047
H  -1.340  1.561  -2.943
H  -2.118  -2.253  -1.276
H  0.590  1.766  -1.155
H  2.447  1.046  -0.808
H  3.065  1.634  0.697
H  -1.435  -2.970  0.843
H  -0.253  0.964  2.263
H  1.420  1.502  2.574
H  1.014  -0.171  2.764

Charges obtained by natural (NBO) population analysis, quoted in units of e: -0.19, -0.17, -0.14, -0.18, -0.15, -0.08, -0.13, 0.45, 0.36, -0.74, -0.42, -0.57, 0.25, 0.24, 0.24, 0.22, 0.21, 0.22, 0.14, 0.48, 0.45, 0.49

Most stable pick: a. Distance to second place: 0.0330 hartree.

## a
The following is a DFT calculation (ωB97M-V with the def2-TZVPD basis set) of one molecule with the formula C3H3BrO.

Its structure (SMILES) is C#C[C@H](O)Br. The multiplicity is 1. The calculation puts the highest occupied orbital energy at -10.14 eV.

CARTESIAN COORDINATES (ANGSTROEM)
C  1.270  -1.688  0.271
C  0.494  -0.789  0.177
C  -0.467  0.442  -0.235
O  -0.320  1.521  0.603
Br  -2.275  -0.205  -0.009
H  2.013  -2.436  0.275
H  -0.427  0.773  -1.359
H  -0.286  2.383  0.276

Charges obtained by natural (NBO) population analysis, quoted in units of e: -0.22, -0.04, 0.01, -0.71, 0.00, 0.24, 0.23, 0.50

## b
The following is a DFT calculation (ωB97M-V with the def2-TZVPD basis set) of a 3-piece molecular cluster, C3H3BrO overall.

The multiplicity is 1. The calculation puts the highest occupied orbital energy at -10.75 eV.

CARTESIAN COORDINATES (ANGSTROEM)
C  -1.263  -1.126  -0.417
C  -0.893  -1.031  0.712
C  0.045  2.006  -0.054
O  -1.033  2.374  -0.151
Br  2.972  -0.629  -0.154
H  -1.126  -0.816  -1.416
H  2.208  0.412  -0.253
H  -0.910  -1.190  1.734

Charges obtained by natural (NBO) population analysis, quoted in units of e: -0.23, -0.22, 0.50, -0.49, -0.18, 0.23, 0.17, 0.22

Most stable pick: a. Distance to second place: 0.0055 hartree.

## a
The following is a DFT calculation (ωB97M-V with the def2-TZVPD basis set) of an isolated ion of composition H2N2O4P and charge -1.

Its structure (SMILES) is N[P@@](=O)([O-])[N+](=O)[O-]. The multiplicity is 1. The calculation puts the highest occupied orbital energy at -5.05 eV. Its total charge is -1.

CARTESIAN COORDINATES (ANGSTROEM)
N  -0.059  -0.433  0.409
N  2.062  1.041  0.008
O  1.601  1.798  -0.814
O  2.208  -1.257  1.488
O  3.116  1.179  0.589
O  2.013  -1.341  -1.267
P  1.649  -0.727  0.269
H  -0.570  -1.223  0.431
H  -0.237  0.106  -0.427

Charges obtained by natural (NBO) population analysis, quoted in units of e: -1.18, 0.27, -0.42, -1.10, -0.41, -1.13, 2.22, 0.37, 0.38

## b
The following is a DFT calculation (ωB97M-V with the def2-TZVPD basis set) of H2N2O4P as an isolated structure.

The multiplicity is 1. The calculation puts the highest occupied orbital energy (spin up / spin down) at -3.47 / -3.47 eV. Its total charge is -1.

CARTESIAN COORDINATES (ANGSTROEM)
N  -1.041  0.565  -0.166
N  1.379  -0.774  0.048
O  1.358  1.759  0.511
O  1.837  -1.015  1.131
O  1.071  -1.663  -0.821
O  -2.339  -0.269  0.057
P  1.134  0.904  -0.646
H  -1.992  -0.495  0.907
H  -1.406  0.989  -1.019

Charges obtained by natural (NBO) population analysis, quoted in units of e: -0.72, 0.25, -1.07, -0.39, -0.48, -0.66, 1.32, 0.46, 0.30

Most stable pick: a. Distance to second place: 0.1649 hartree.